[1]
The following is a DFT calculation (wB97M-V/def2-TZVPD) of C54H79ClN5OP2Pd as an isolated structure.

For the energy above the lowest of the compared OMol25 structures with the same formula, charge and spin, the calculation gives 7.2 kJ/mol. The orbital gap (alpha / beta) is 0.0856 / 0.1845 Eh.

The geometry in ORCA input format:
```
! RIJCOSX wB97M-V def2-TZVPD def2/J DEFGRID3
* xyz -1 3
Pd -0.5455 -0.7059 1.8587
C -3.6009 1.8606 4.8008
C -3.0099 1.5221 3.4348
C -3.9463 0.5994 2.6587
P -1.3435 0.6552 3.5665
C -0.2326 2.0955 4.0416
C 1.0982 2.0223 3.2649
C 0.0979 2.2576 5.5220
C -1.5050 -0.6117 4.7733
C -1.6237 -0.4288 6.2010
C -1.7392 -1.4890 7.0743
C -1.7977 -1.2389 8.5615
C -1.8052 -2.7959 6.5835
C -1.8345 -3.0033 5.1750
C -1.7145 -1.9655 4.2815
N -1.6903 -2.1432 2.8839
C -2.1163 -3.2424 2.2218
C -3.2026 -4.0630 2.6135
C -3.6423 -5.0941 1.8098
C -3.0416 -5.4045 0.5905
C -3.5625 -6.5101 -0.2908
C -1.9474 -4.6361 0.2144
C -1.4763 -3.5847 0.9918
P -0.0140 -2.5594 0.6498
C 0.3583 -2.6452 -1.1660
C 0.9505 -3.9301 -1.7491
C -0.8484 -2.1478 -1.9613
C 1.4025 -3.4863 1.4000
C 1.1871 -3.6711 2.9010
C 2.7074 -2.7405 1.1290
H -4.5922 2.3122 4.6858
H -2.9766 2.5650 5.3558
H -3.7032 0.9592 5.4053
H -2.8745 2.4469 2.8700
H -4.0325 -0.3653 3.1667
H -3.5616 0.3987 1.6564
H -4.9465 1.0362 2.5757
H -0.7669 2.9875 3.7049
H 1.6084 1.1141 3.6017
H 1.7072 2.8709 3.5817
H 1.0741 1.1013 1.4186
H 0.6152 1.3742 5.9022
H -0.7917 2.4024 6.1326
H 0.7495 3.1255 5.6683
H -1.5834 0.5682 6.6187
H -1.6872 -0.1766 8.7869
H -1.0022 -1.7783 9.0842
H -2.7474 -1.5763 8.9871
H -1.8833 -3.6404 7.2578
H -1.9271 -4.0167 4.8063
H -3.7133 -3.8431 3.5399
H -4.4974 -5.6789 2.1369
H -4.2489 -7.1557 0.2592
H -2.7537 -7.1400 -0.6700
H -4.1053 -6.1229 -1.1583
H -1.4596 -4.8712 -0.7228
H 1.1492 -1.8928 -1.2459
H 0.2955 -4.7932 -1.6535
H 1.8996 -4.1835 -1.2753
H 1.1485 -3.7857 -2.8171
H -1.6244 -2.9129 -2.0182
H -0.5626 -1.8835 -2.9864
H -1.2991 -1.2696 -1.4892
H 1.4314 -4.4721 0.9213
H 1.0852 -2.7084 3.4086
H 2.0409 -4.2016 3.3323
H 0.2843 -4.2424 3.1140
H 2.6532 -1.7274 1.5356
H 2.9324 -2.6541 0.0632
H 3.5438 -3.2539 1.6101
C 4.4290 3.2545 3.2232
C 4.0827 2.5250 1.9191
C 3.8828 1.0194 2.1466
C 3.0381 3.2660 1.0782
C 3.5868 4.2438 0.2469
C 2.8311 4.9173 -0.6905
C 1.4925 4.6008 -0.8162
C 0.8844 3.6595 0.0105
C -0.6030 3.4445 -0.2122
C -1.0422 2.0667 -0.7096
C -1.4389 3.8647 0.9895
C 1.6517 3.0056 0.9960
N 0.9963 2.0319 1.8078
H 5.2846 2.7718 3.7023
H 3.6045 3.2391 3.9335
H 4.6895 4.2966 3.0292
H 4.9869 2.6095 1.3074
H 3.2364 0.5735 1.3936
H 3.4664 0.8074 3.1296
H 4.8493 0.5121 2.0977
H 4.6517 4.4415 0.3148
H 3.2855 5.6595 -1.3352
H 0.8916 5.1016 -1.5678
H -0.8554 4.1367 -1.0247
H -0.9631 1.2460 0.0197
H -0.5002 1.7850 -1.6129
H -2.1014 2.1279 -0.9835
H -1.3186 3.1267 1.7704
H -2.4971 3.9142 0.7206
H -1.1299 4.8388 1.3752
C 0.0595 3.1544 -5.9469
C 0.5826 2.2300 -4.8330
C 1.0243 3.1516 -3.6813
C -0.5964 1.3796 -4.3523
C 1.7844 1.3468 -5.3378
O 2.9695 2.1456 -5.3758
C 1.6051 0.7408 -6.7700
C 1.2008 -0.7321 -6.9689
C -0.2417 -1.0536 -6.6746
C -0.5998 -1.9101 -5.6419
C -1.9311 -2.1488 -5.3250
C -2.9175 -1.5254 -6.0688
Cl -4.5886 -1.8024 -5.6797
C -2.5915 -0.6869 -7.1239
C -1.2586 -0.4586 -7.4210
C 2.1443 0.1689 -4.4220
N 2.5272 0.4646 -3.0590
C 1.7997 0.3441 -1.9380
N 2.5267 0.6210 -0.8842
C 3.7410 0.8959 -1.4257
N 3.7980 0.7929 -2.7361
H -0.5454 3.9427 -5.4962
H -0.5741 2.6267 -6.6609
H 0.8625 3.6457 -6.5052
H 0.1425 3.6505 -3.2719
H 1.7130 3.9269 -4.0194
H 1.5126 2.6295 -2.8643
H -1.4390 2.0337 -4.1181
H -0.3663 0.8260 -3.4417
H -0.9301 0.6713 -5.1078
H 2.7578 2.9950 -5.7818
H 2.5867 0.8626 -7.2313
H 0.9213 1.3548 -7.3517
H 1.8435 -1.4017 -6.3955
H 1.4005 -0.9629 -8.0195
H 0.1721 -2.3962 -5.0550
H -2.1978 -2.8006 -4.5045
H -3.3789 -0.2188 -7.6988
H -1.0050 0.2035 -8.2414
H 3.0016 -0.3347 -4.8701
H 1.3154 -0.5368 -4.3804
H 0.7575 0.0748 -1.9299
H 4.5999 1.1706 -0.8358
*
```

[2]
The following is a DFT calculation (wB97M-V/def2-TZVPD) of a 18-piece molecular cluster, C54H81Cl18F27O18 overall in a non-equilibrium geometry.

The orbital gap is 0.3713 Eh.

The geometry in ORCA input format:
```
! RIJCOSX wB97M-V def2-TZVPD def2/J DEFGRID3
* xyz 0 1
C 2.6381 4.4509 5.8890
C 1.6759 4.1160 4.7099
O 1.1942 2.7554 4.8169
C 0.8340 2.0460 3.7286
O 0.8827 2.5151 2.5598
C 0.6173 0.5385 4.0215
F 1.7184 -0.1352 4.1089
F -0.0880 0.4634 5.1657
F -0.1297 -0.0292 3.1454
H 3.4865 3.7822 6.0345
H 2.1183 4.5151 6.8449
H 2.9714 5.4420 5.5810
H 2.2166 4.2838 3.7784
H 0.9022 4.8776 4.6131
C 2.4945 5.5769 1.0596
C 2.7284 4.4820 0.0073
O 4.1423 4.3286 -0.2463
C 4.8563 5.2107 -0.9515
O 4.3513 6.1340 -1.5870
C 6.4110 5.0306 -0.7679
F 6.7500 4.1731 0.2245
F 6.8689 4.6072 -1.9658
F 6.8686 6.2460 -0.4058
H 2.4307 6.5710 0.6173
H 3.3387 5.5142 1.7462
H 1.5983 5.3664 1.6433
H 2.1387 4.5222 -0.9085
H 2.4936 3.5461 0.5144
C 2.3945 -3.8329 5.1864
C 3.5427 -2.8884 4.9159
O 4.4648 -3.5072 4.0116
C 5.7691 -3.4472 4.2224
O 6.3276 -2.8002 5.0911
C 6.6578 -4.1432 3.1646
F 7.4813 -3.2338 2.6444
F 7.4039 -5.1154 3.7172
F 5.9965 -4.6931 2.1574
H 1.7671 -4.0217 4.3153
H 1.8536 -3.4251 6.0404
H 2.6145 -4.8777 5.4058
H 4.0217 -2.5358 5.8294
H 3.1555 -2.0643 4.3167
C 4.4137 0.9606 7.4693
C 4.5512 0.3790 6.0840
O 4.9088 1.4036 5.1956
C 5.2448 1.0954 3.8751
O 5.2475 0.0153 3.3698
C 5.7208 2.3204 3.1067
F 5.5508 3.4771 3.7954
F 7.0025 2.1389 2.7038
F 4.9787 2.4229 1.9839
H 4.2190 0.2157 8.2409
H 3.7583 1.8314 7.4739
H 5.3825 1.3411 7.7930
H 3.5988 -0.0335 5.7511
H 5.3108 -0.3974 5.9928
C -3.1964 1.8879 -3.6061
C -2.9557 3.0210 -4.6089
O -3.5584 4.2880 -4.1841
C -2.7931 5.2703 -3.7438
O -1.5881 5.1497 -3.5877
C -3.5437 6.5726 -3.4607
F -3.4769 6.9308 -2.1807
F -3.0389 7.5982 -4.2103
F -4.8216 6.4278 -3.7000
H -2.8112 0.9619 -4.0328
H -4.2822 1.8347 -3.5267
H -2.7533 2.0952 -2.6320
H -3.3676 2.6918 -5.5628
H -1.8696 3.0375 -4.6992
C -3.0831 -7.4048 -0.0509
C -2.2635 -7.6773 1.1762
O -0.8296 -7.6587 0.8674
C -0.2204 -6.4943 0.5750
O -0.7072 -5.3670 0.5844
C 1.2761 -6.6518 0.0949
F 2.0428 -5.8573 0.8703
F 1.7519 -7.8630 0.1759
F 1.3211 -6.1820 -1.1999
H -3.1307 -8.2910 -0.6838
H -2.6256 -6.5773 -0.5933
H -4.0690 -7.0815 0.2834
H -2.5864 -8.5875 1.6815
H -2.4557 -6.9639 1.9776
C -6.2202 3.8790 -1.9713
C -5.5888 4.4670 -0.7588
O -4.2267 4.2123 -0.7600
C -3.4503 4.9430 0.0436
O -3.8809 5.8595 0.7769
C -1.9133 4.6124 -0.0387
F -1.2531 5.6947 -0.4759
F -1.5171 4.2428 1.1693
F -1.7832 3.5161 -0.8275
H -6.3919 2.8032 -1.9367
H -5.6737 4.2129 -2.8533
H -7.2697 4.1660 -2.0363
H -5.9606 4.0552 0.1794
H -5.8227 5.5317 -0.7614
C -4.1296 -0.5797 -1.0331
C -5.5716 -0.1832 -1.3700
O -6.0792 -1.1782 -2.2444
C -6.1311 -0.9737 -3.5841
O -5.6579 -0.0091 -4.2293
C -6.9679 -1.9964 -4.3140
F -6.6514 -2.1026 -5.5938
F -6.8678 -3.1522 -3.6979
F -8.2490 -1.5781 -4.2480
H -3.4082 -0.2613 -1.7856
H -4.1316 -1.6612 -0.8972
H -3.7545 -0.1604 -0.0995
H -5.6800 0.8317 -1.7526
H -6.1665 -0.2093 -0.4570
C -2.6023 1.9480 5.8563
C -2.6814 3.0384 4.7719
O -3.8598 2.8909 3.9348
C -3.8208 1.9184 2.9265
O -2.8461 1.1388 2.7147
C -5.1446 1.6899 2.2105
F -5.4597 0.4455 2.3694
F -6.1760 2.4368 2.6410
F -4.9211 1.8573 0.9048
H -2.7715 0.9335 5.4954
H -3.3273 2.1178 6.6522
H -1.6313 2.1432 6.3116
H -1.8174 3.1360 4.1146
H -2.7400 4.0189 5.2444
Cl 0.2830 -3.8220 -7.3133
C -0.3215 -2.1782 -6.9401
C 0.8101 -1.3540 -6.2784
Cl 0.0890 0.2751 -5.8980
H -1.2724 -2.3261 -6.4282
H -0.6639 -1.6423 -7.8253
H 1.6608 -1.3868 -6.9591
H 1.0636 -1.7821 -5.3086
Cl -2.4689 -2.4758 -3.8182
C -1.7570 -3.3897 -2.4925
C -1.0400 -4.6500 -2.9737
Cl -2.2737 -5.7348 -3.6990
H -2.6381 -3.5570 -1.8730
H -0.9938 -2.7997 -1.9850
H -0.5851 -5.1556 -2.1219
H -0.2345 -4.4569 -3.6822
Cl -2.7064 -1.5765 4.5988
C -3.2292 -3.0087 3.6721
C -2.1398 -4.0111 3.3335
Cl -1.2188 -4.6880 4.6869
H -3.6381 -2.7132 2.7058
H -3.9048 -3.5558 4.3296
H -1.3704 -3.5386 2.7229
H -2.5138 -4.8488 2.7448
Cl 3.7630 -2.8933 -5.3749
C 3.7607 -4.6661 -5.2865
C 5.0916 -5.3074 -4.8210
Cl 6.3724 -5.0807 -6.0636
H 3.4928 -4.9454 -6.3055
H 2.9499 -5.0048 -4.6417
H 4.8792 -6.3761 -4.7948
H 5.3593 -4.9942 -3.8118
Cl 1.4353 3.9671 -5.3539
C 1.3356 5.7454 -5.2084
C 2.7947 6.3112 -5.3943
Cl 3.3287 6.1663 -7.0790
H 0.9855 5.9180 -4.1907
H 0.6450 6.2353 -5.8948
H 3.5440 5.8415 -4.7570
H 2.8069 7.3658 -5.1192
Cl 3.6558 -0.3301 0.4622
C 3.2243 -2.0751 0.5008
C 4.2375 -2.9846 -0.1948
Cl 3.9486 -2.8644 -1.9356
H 2.1854 -2.1557 0.1810
H 3.2389 -2.3186 1.5631
H 4.2089 -4.0343 0.0977
H 5.2334 -2.5990 0.0234
Cl 4.4979 1.8656 -4.0457
C 4.4011 0.1065 -3.8453
C 5.7228 -0.6080 -4.0928
Cl 6.2713 -0.5035 -5.8410
H 3.5913 -0.2028 -4.5061
H 4.1277 -0.1026 -2.8110
H 5.6459 -1.6751 -3.8842
H 6.5658 -0.2778 -3.4858
Cl 1.1139 -0.4962 -2.0394
C -0.0152 0.5996 -1.1911
C -0.0758 0.1918 0.2625
Cl -0.9696 -1.3360 0.4942
H -0.9849 0.4157 -1.6538
H 0.3852 1.6128 -1.2239
H -0.5097 0.9877 0.8677
H 0.9222 -0.0044 0.6545
Cl -4.8649 -4.3046 0.3055
C -6.5908 -4.5261 0.4771
C -7.1373 -3.1826 0.9181
Cl -6.8240 -2.8383 2.6422
H -6.7309 -5.3749 1.1465
H -7.0105 -4.7386 -0.5061
H -8.2190 -3.0893 0.8220
H -6.7405 -2.3833 0.2922
*
```